A structure of composition C21H53InN4O11V, computed with wB97M-V/def2-TZVPD.

Values from the calculation:
Molar mass = 703.4 Da
E = -3011.90340 hartree
Charge = +2
Largest force on an atom = 5.7 eV/A
Expectation value of S² = 0.757
Multiplicity = 2

```
91
C21H53InN4O11V | the OMol25 dataset | wB97M-V/def2-TZVPD
O -11.7236 17.9630 22.6354
V -10.8960 19.0093 21.7528
O -10.9536 20.3906 22.5262
In -11.7630 18.1543 16.8192
O -14.8180 20.6546 20.1008
C -13.6899 19.9684 19.9284
O -13.5130 19.4158 18.8179
O -12.8406 19.7890 20.7798
H -14.6968 20.9574 21.0037
C -10.6372 22.1220 15.8714
O -11.6626 21.1517 15.5588
C -12.9342 21.7360 15.4882
C -13.8290 20.7084 14.7596
N -14.2110 19.6561 15.6643
C -15.1710 18.7462 15.0075
C -15.5455 17.6636 16.0327
O -14.4896 16.7774 16.4854
C -14.8321 15.7651 17.4094
H -9.6609 21.7474 15.5638
H -10.5190 22.4068 16.9168
H -10.8885 23.0249 15.3148
H -12.8630 22.6777 14.9440
H -13.2913 21.9436 16.4969
H -13.2351 20.3283 13.9284
H -14.5880 21.3647 14.3339
H -14.7968 20.0312 16.3965
H -14.7443 18.3756 14.0755
H -16.0854 19.3033 14.8033
H -16.3345 17.0773 15.5618
H -15.9362 18.0914 16.9560
H -14.9807 16.2929 18.3515
H -14.0287 15.0601 17.6229
H -15.8117 15.3182 17.2394
C -15.6769 27.6624 22.1744
O -14.9247 26.5322 21.7114
C -15.4088 26.1400 20.4242
C -14.8088 24.8005 20.0064
N -13.3837 24.9613 19.8023
C -12.8212 23.6111 19.5074
C -11.2832 23.7264 19.4343
O -10.7237 24.2921 20.5840
C -10.7733 23.4042 21.6590
H -16.7232 27.3571 22.1834
H -15.6250 28.4608 21.4341
H -15.4375 28.0206 23.1756
H -15.0768 26.9518 19.7771
H -16.4906 26.1431 20.2908
H -15.2702 24.3593 19.1229
H -15.0843 24.1028 20.7972
H -12.9561 25.3767 20.6175
H -13.1680 23.0971 18.6110
H -13.0309 22.8640 20.2730
H -10.9893 24.2620 18.5316
H -10.9403 22.7096 19.2426
H -10.3441 22.4515 21.3488
H -11.7925 23.2996 22.0310
H -10.1052 23.7998 22.4241
C -17.5319 22.1706 15.7682
C -16.6252 22.1553 16.9977
C -17.3019 22.8494 18.2287
O -17.6873 24.1803 17.9477
C -18.5474 24.7720 18.9368
N -16.3948 20.7547 17.3228
H -17.8865 23.1778 15.5489
H -18.4335 21.5599 15.8174
H -16.9241 21.9136 14.9007
H -15.6871 22.6428 16.7326
H -16.7688 22.6901 19.1661
H -18.2168 22.2729 18.3647
H -18.0628 24.8342 19.9111
H -19.5071 24.2855 19.1112
H -18.7823 25.7842 18.6076
H -17.1959 20.1410 17.2810
H -15.7834 20.5889 18.1095
C -17.7562 22.9804 21.9333
C -17.3244 21.4887 21.9803
C -16.1991 21.0554 22.9215
O -14.9998 21.6497 22.4596
C -14.0589 21.6123 23.5145
N -18.5885 20.8510 22.3562
H -16.8719 23.5222 21.5978
H -18.0043 23.4394 22.8903
H -18.6081 23.1956 21.2883
H -17.0568 21.2126 20.9604
H -16.1273 19.9681 22.9480
H -16.5631 21.2911 23.9215
H -13.2520 22.3246 23.3420
H -13.6566 20.5992 23.5080
H -14.4912 21.7765 24.5015
H -19.3509 21.1257 21.7533
H -18.7867 21.2728 23.2522
```

Löwdin population analysis, charges in e, atoms 1 to 8: O -0.229; V 1.190; O -0.229; In 1.022; O 0.104; C -0.802; O -0.142; O -0.022